A molecular structure, C26H49ClLaP2 in a non-equilibrium geometry. Source: the Open Molecules 2025 dataset; level of theory: wB97M-V/def2-TZVPD.

```
! wB97M-V def2-TZVPD RIJCOSX def2/J DEFGRID3
* xyz -1 1
La -0.5286 1.7298 0.8157
Cl -3.0791 1.9750 1.6764
P 2.0466 2.6036 1.3865
C 1.9609 3.3864 3.0349
C 3.6238 1.7742 1.2944
C 2.0098 4.2049 0.4049
C 0.9962 2.6280 3.9882
H 1.5190 4.3931 2.8458
C 3.3976 3.6363 3.5371
H 4.1291 2.8860 3.2080
H 3.4783 3.6481 4.6448
H 3.7467 4.6097 3.1705
H 0.0517 2.3353 3.4900
H 0.7082 3.3389 4.7841
H 1.4673 1.7441 4.4504
H 1.1354 4.7365 0.8389
C 1.7075 3.9361 -1.0939
C 3.1954 5.1450 0.6776
H 3.1268 5.6551 1.6472
H 3.2066 5.9727 -0.0465
H 4.1881 4.6786 0.6381
H 1.3851 2.8990 -1.3224
H 2.5810 4.1491 -1.7254
H 0.8574 4.5695 -1.4002
C 3.7081 0.5817 2.2668
H 4.3249 2.5723 1.5719
C 3.9587 1.3658 -0.1337
H 3.3869 0.7773 3.2914
H 4.7477 0.2577 2.2946
H 3.1188 -0.2417 1.8750
H 3.0902 0.8590 -0.5675
H 4.7794 0.6319 -0.1022
H 4.2557 2.2162 -0.7724
H 0.0574 -0.1738 1.9877
H -0.7947 0.0566 -0.9242
P -3.6529 -1.5749 -0.7949
C -4.9276 -0.5532 -1.5787
C -2.6215 -2.8049 -1.7985
C -4.3539 -1.8851 0.9192
C -4.2393 0.7636 -2.0849
H -5.5400 -0.1990 -0.7195
C -5.7622 -1.3782 -2.5792
H -5.0982 -2.1059 -3.1130
H -6.2188 -0.7152 -3.3513
H -6.5759 -1.8682 -1.9904
H -3.5887 1.1783 -1.2879
H -5.0427 1.4762 -2.3158
H -3.6327 0.5738 -2.9675
H -4.6547 -0.8193 1.1047
C -3.1360 -2.1649 1.8720
C -5.5811 -2.8452 1.0132
H -6.5121 -2.3323 0.6817
H -5.7369 -3.1099 2.0717
H -5.3987 -3.8014 0.4776
H -2.1792 -2.1121 1.3140
H -3.2301 -3.1435 2.3569
H -3.1119 -1.3866 2.6540
C -1.9314 -2.1287 -2.9928
H -3.3803 -3.5342 -2.1627
C -1.5693 -3.5477 -0.9521
H -2.4469 -1.2383 -3.3639
H -1.8912 -2.8855 -3.7858
H -0.9340 -1.8328 -2.6683
H -0.8979 -2.8098 -0.4611
H -0.9503 -4.1563 -1.6417
H -2.0415 -4.2475 -0.2342
C 0.3065 -0.2742 -0.5124
C 1.1821 -1.2129 -0.7233
C 2.0102 -2.2428 -1.2998
C 2.0925 -2.4275 -2.7355
C 3.0170 -3.3100 -3.3015
C 3.8649 -4.0793 -2.5090
C 3.7458 -4.0049 -1.1171
C 2.8422 -3.1270 -0.5191
H 1.4208 -1.8346 -3.3690
H 3.0781 -3.3886 -4.4162
H 4.5992 -4.7256 -2.9603
H 4.3887 -4.6450 -0.4724
H 2.7461 -3.0764 0.5820
*
```

The frontier orbital gap (spin up / spin down) is 3.374 / 3.226 eV. The molar mass is 597.985 u.

These are the Löwdin partial charges, in e, on atoms 1 to 4: 0.815 -0.441 0.870 -0.541